# 1
Computed, not measured: the molecule C17H20N2O7S, with ωB97M-V/def2-TZVPD.

gap between HOMO and LUMO = 8.90 eV
SMILES = CCN(C(=O)COC(=O)/C=C/c1ccccc1[N+](=O)[O-])[C@@H]1CCS(=O)(=O)C1
energy = -1694.0869 Eh
HOMO level = -9.69 eV

Geometry (Å):
1 C -0.54444 1.98165 2.93312
2 C -1.39891 2.79909 1.95779
3 N -1.03320 2.57811 0.57031
4 C -1.41774 1.49658 -0.14872
5 O -1.04894 1.29868 -1.28808
6 C -2.39850 0.51007 0.50587
7 O -2.19221 -0.76979 -0.06579
8 C -0.96468 -1.27163 0.14558
9 O -0.14076 -0.72164 0.83788
10 C -0.78116 -2.54699 -0.55848
11 C 0.32623 -3.27091 -0.38184
12 C 0.60825 -4.50806 -1.09785
13 C 0.38889 -4.57784 -2.47442
14 C 0.70244 -5.71638 -3.19257
15 C 1.25327 -6.82105 -2.55729
16 C 1.47470 -6.78228 -1.19535
17 C 1.14818 -5.64029 -0.47314
18 N 1.33227 -5.67159 0.95377
19 O 0.71362 -4.87116 1.62410
20 O 2.08578 -6.50942 1.40164
21 C -0.14517 3.52357 -0.08979
22 C 1.16421 3.77470 0.67355
23 C 1.91967 4.81632 -0.11737
24 S 0.60251 6.05276 -0.36989
25 O 0.51410 6.89116 0.79417
26 O 0.71412 6.69894 -1.64589
27 C -0.80129 4.87570 -0.34903
28 H -0.35022 0.98818 2.53699
29 H -1.05629 1.88923 3.88733
30 H 0.41522 2.45821 3.10807
31 H -2.45771 2.55993 2.08625
32 H -1.28378 3.86348 2.17130
33 H -2.27450 0.44308 1.58754
34 H -3.42204 0.79159 0.24893
35 H -1.59398 -2.85650 -1.19684
36 H 1.06465 -2.90879 0.32278
37 H -0.01234 -3.71132 -2.97664
38 H 0.52065 -5.74316 -4.25617
39 H 1.50101 -7.70710 -3.12004
40 H 1.88682 -7.62824 -0.66618
41 H 0.10265 3.05610 -1.05009
42 H 0.95449 4.18644 1.66162
43 H 1.71849 2.84216 0.78157
44 H 2.73985 5.27278 0.42520
45 H 2.24233 4.46751 -1.09318
46 H -1.31300 4.92922 -1.30331
47 H -1.46353 5.18891 0.45257

Forces on atoms 1 to 3 (eV/Å):
C -0.1457 0.1202 -0.0600
C 0.0286 -0.2943 0.2826
N 0.1060 0.3804 -0.2184

And the Mulliken charges, in e, turn out to be: number 1, C, carries -0.938; number 2, C, carries -1.032; number 3, N, carries 0.227; number 4, C, carries 0.770; number 5, O, carries -0.700; number 6, C, carries -0.399; number 7, O, carries -0.309; number 8, C, carries 0.624; number 9, O, carries -0.644; number 10, C, carries -0.835; number 11, C, carries -0.351; number 12, C, carries 0.704; number 13, C, carries -0.578; number 14, C, carries -0.623; number 15, C, carries -0.485; number 16, C, carries -0.589; number 17, C, carries 0.123; number 18, N, carries 0.979; number 19, O, carries -0.569; number 20, O, carries -0.597; number 21, C, carries -0.512; number 22, C, carries -0.560; number 23, C, carries -0.918; number 24, S, carries 1.200; number 25, O, carries -0.659; number 26, O, carries -0.670; number 27, C, carries -0.704; number 28, H, carries 0.140; number 29, H, carries 0.370; number 30, H, carries 0.350; number 31, H, carries 0.599; number 32, H, carries 0.425; number 33, H, carries 0.363; number 34, H, carries 0.238; number 35, H, carries 0.531; number 36, H, carries 0.544; number 37, H, carries 0.534; number 38, H, carries 0.401; number 39, H, carries 0.391; number 40, H, carries 0.460; number 41, H, carries 0.380; number 42, H, carries 0.317; number 43, H, carries 0.371; number 44, H, carries 0.478; number 45, H, carries 0.418; number 46, H, carries 0.340; number 47, H, carries 0.396

# 2
Computed, not measured: C25H24N3O6PPdS as an isolated structure, with ωB97M-V/def2-TZVPD.

gap between HOMO and LUMO = 8.10 eV
net charge = +2
energy = -2449.7193 Eh
HOMO level = -15.10 eV
relative energy (zero: lowest compared OMol25 entry of this formula, charge and spin) = 0.0 kcal per mole

Geometry (Å):
1 Pd 2.26634 0.48459 0.38849
2 N 2.08116 -1.49216 0.04423
3 C 0.78694 -2.07883 0.41859
4 C 0.52007 -3.28358 -0.20684
5 C -0.63008 -4.01285 0.05322
6 C -1.52973 -3.52419 0.97316
7 C -1.27502 -2.31613 1.60578
8 C -0.12352 -1.54726 1.36386
9 P -0.41502 0.12495 2.07942
10 C -0.89714 1.17972 0.73898
11 C -0.91332 2.55890 0.95796
12 C -1.42444 3.39605 -0.01804
13 C -1.92559 2.86048 -1.20094
14 C -1.86029 1.49124 -1.43870
15 C -1.34723 0.64484 -0.46870
16 C -1.65622 0.01328 3.34686
17 C -1.32040 -0.57076 4.57160
18 C -2.27091 -0.63289 5.57242
19 C -3.54528 -0.11672 5.35421
20 C -3.87413 0.46531 4.13949
21 C -2.92974 0.53318 3.12491
22 H 2.77408 -1.84841 0.70763
23 H 2.35556 -1.84264 -0.87657
24 H 1.24850 -3.66974 -0.90717
25 H -0.80447 -4.95132 -0.45487
26 H -2.43386 -4.06646 1.21205
27 H -2.01552 -1.96614 2.30743
28 H -0.55264 2.97400 1.89088
29 H -1.44817 4.46363 0.15069
30 H -2.30733 3.51877 -1.96943
31 H -2.22005 1.08534 -2.37372
32 H -1.32816 -0.42356 -0.64448
33 H -0.32527 -0.96264 4.74760
34 H -2.02033 -1.07623 6.52618
35 H -4.28402 -0.16581 6.14285
36 H -4.86352 0.87125 3.98038
37 H -3.18560 0.98841 2.17687
38 O 0.68141 0.97366 2.91161
39 S 2.27453 1.27296 2.79738
40 O 2.67333 1.72518 4.05787
41 O 2.38938 2.18930 1.63535
42 O 2.76856 -0.04713 2.29993
43 O 2.24616 -2.36545 -3.06266
44 C 2.52245 -1.68682 -4.29452
45 N 1.35213 -1.19439 -4.95535
46 C 0.77813 0.04096 -4.83197
47 O -0.11251 0.42586 -5.54940
48 C 1.26289 0.92503 -3.71388
49 C 1.42952 2.28717 -3.93590
50 C 1.87040 3.08771 -2.89629
51 C 2.06052 2.52484 -1.64834
52 N 1.86968 1.21319 -1.43390
53 C 1.47501 0.43033 -2.44601
54 H 2.01242 -3.27764 -3.26710
55 H 3.05250 -2.35351 -4.97202
56 H 3.18356 -0.86255 -4.03831
57 H 0.93638 -1.75279 -5.68816
58 H 1.23254 2.69404 -4.91939
59 H 2.02116 4.14936 -3.02617
60 H 2.40545 3.10935 -0.80512
61 H 1.30875 -0.61429 -2.23392

Forces on atoms 1 to 3 (eV/Å):
Pd 0.4436 0.0144 -0.0234
N -0.1239 -0.1083 0.1769
C 0.0238 0.0813 -0.1129

And the Mulliken charges, in e, turn out to be: number 1, Pd, carries 0.211; number 2, N, carries -0.193; number 3, C, carries 0.836; number 4, C, carries -0.654; number 5, C, carries -0.823; number 6, C, carries -1.169; number 7, C, carries -0.754; number 8, C, carries 0.427; number 9, P, carries 2.490; number 10, C, carries 1.028; number 11, C, carries -0.697; number 12, C, carries -0.924; number 13, C, carries -0.661; number 14, C, carries -0.716; number 15, C, carries -0.379; number 16, C, carries -0.174; number 17, C, carries -0.289; number 18, C, carries -0.790; number 19, C, carries -0.489; number 20, C, carries -0.833; number 21, C, carries -0.057; number 22, H, carries 0.504; number 23, H, carries 0.074; number 24, H, carries 0.410; number 25, H, carries 0.445; number 26, H, carries 0.495; number 27, H, carries 0.355; number 28, H, carries 0.502; number 29, H, carries 0.482; number 30, H, carries 0.449; number 31, H, carries 0.506; number 32, H, carries 0.447; number 33, H, carries 0.425; number 34, H, carries 0.443; number 35, H, carries 0.444; number 36, H, carries 0.464; number 37, H, carries 0.421; number 38, O, carries -0.294; number 39, S, carries 1.371; number 40, O, carries -0.514; number 41, O, carries -0.560; number 42, O, carries -0.608; number 43, O, carries -0.449; number 44, C, carries -0.725; number 45, N, carries -0.065; number 46, C, carries 0.059; number 47, O, carries -0.574; number 48, C, carries 0.082; number 49, C, carries -0.490; number 50, C, carries -0.863; number 51, C, carries -0.495; number 52, N, carries 0.038; number 53, C, carries -0.067; number 54, H, carries 0.290; number 55, H, carries 0.500; number 56, H, carries 0.408; number 57, H, carries 0.277; number 58, H, carries 0.565; number 59, H, carries 0.478; number 60, H, carries 0.533; number 61, H, carries 0.849

# 3
Computed, not measured: C19H36Br9F3N4O6 as an isolated structure, with ωB97M-V/def2-TZVPD.

gap between HOMO and LUMO = 8.53 eV
energy = -24881.8166 Eh
HOMO level = -8.81 eV
relative energy (zero: lowest compared OMol25 entry of this formula, charge and spin) = 0.0 kcal per mole

Geometry (Å):
1 C 4.92092 35.17613 3.48251
2 C 3.62635 34.85173 4.20185
3 O 2.82102 34.10246 3.68386
4 N 3.41070 35.48408 5.37731
5 C 2.30939 35.21190 6.26735
6 H 5.05487 36.26789 3.51573
7 H 4.91194 34.87064 2.44349
8 H 5.87903 34.91181 3.94012
9 H 4.13545 36.07046 5.74951
10 H 1.40082 35.77522 6.02973
11 H 2.59496 35.48061 7.28111
12 H 2.01783 34.16275 6.16443
13 C -0.88360 31.96399 0.24247
14 C -2.26414 32.42487 0.73088
15 O -2.84729 33.37515 0.23573
16 N -2.79198 31.64130 1.69437
17 C -4.00584 31.99822 2.38591
18 H -0.39597 32.79902 -0.25268
19 H -1.01755 31.19420 -0.51876
20 H -0.26516 31.60426 1.06319
21 H -2.23171 30.87995 2.06284
22 H -3.96327 33.01681 2.78434
23 H -4.10237 31.37948 3.27753
24 H -4.84450 31.88864 1.69644
25 C 0.32773 35.26855 9.79038
26 C -0.81774 35.31538 8.81164
27 O -0.62579 35.40631 7.59777
28 N -2.05445 35.27390 9.32924
29 C -2.41384 35.05160 10.74139
30 H 1.22396 35.60542 9.27379
31 H 0.49950 34.23610 10.10306
32 H 0.20144 35.91893 10.65494
33 H -2.86854 35.38716 8.74641
34 H -1.99201 34.10627 11.07390
35 H -3.49953 34.96358 10.74009
36 H -2.18164 35.90950 11.36841
37 C -3.91468 28.12096 3.94658
38 C -2.50773 28.23617 3.47096
39 O -2.02594 29.26948 3.02794
40 N -1.72974 27.14260 3.69692
41 C -0.35734 27.03102 3.29109
42 H -3.98559 27.58304 4.89502
43 H -4.56910 27.62239 3.22867
44 H -4.38115 29.08436 4.14353
45 H -2.14819 26.32038 4.09324
46 H 0.10656 27.94267 2.91834
47 H -0.20392 26.33883 2.45706
48 H 0.28531 26.68969 4.10345
49 C -6.37078 34.54359 5.85690
50 C -5.53450 35.72230 5.40142
51 O -5.72609 36.90533 6.21334
52 C -5.24259 36.95164 7.42872
53 O -4.72331 36.07506 8.05949
54 C -5.49866 38.36973 7.97942
55 F -6.81281 38.55409 8.15671
56 F -4.89965 38.55161 9.15636
57 F -5.04961 39.30848 7.14217
58 H -7.41400 34.85269 5.94534
59 H -6.08382 34.26387 6.87392
60 H -6.25556 33.68667 5.20001
61 H -5.85916 36.02853 4.41142
62 H -4.46810 35.51371 5.43496
63 C 1.41435 36.13767 1.34112
64 Br 1.73092 38.01884 1.80797
65 Br 2.92929 35.41194 0.35147
66 Br -0.26399 35.89320 0.40686
67 H 1.32242 35.57338 2.26029
68 C -0.99411 33.31478 5.29427
69 Br -0.83807 34.53774 3.77207
70 Br -0.75793 31.50615 4.59792
71 Br -2.75614 33.55943 6.10635
72 H -0.26289 33.58733 6.04316
73 C -1.01864 30.09928 8.03555
74 Br -1.63716 31.63804 9.06959
75 Br -2.49305 29.13040 7.20340
76 Br 0.12492 28.90296 9.06902
77 H -0.38551 30.46952 7.24146

Forces on atoms 1 to 3 (eV/Å):
C 0.7379 1.4974 0.3730
C 0.5973 -0.1544 -0.5165
O -0.5823 -0.2613 0.2037

And the Mulliken charges, in e, turn out to be: number 1, C, carries -1.178; number 2, C, carries 0.649; number 3, O, carries -0.574; number 4, N, carries -0.112; number 5, C, carries -0.633; number 6, H, carries 0.350; number 7, H, carries 0.172; number 8, H, carries 0.391; number 9, H, carries 0.251; number 10, H, carries 0.240; number 11, H, carries 0.299; number 12, H, carries 0.162; number 13, C, carries -0.897; number 14, C, carries 0.692; number 15, O, carries -0.681; number 16, N, carries 0.163; number 17, C, carries -0.891; number 18, H, carries 0.253; number 19, H, carries 0.295; number 20, H, carries 0.247; number 21, H, carries 0.278; number 22, H, carries 0.242; number 23, H, carries 0.097; number 24, H, carries 0.383; number 25, C, carries -1.097; number 26, C, carries 0.691; number 27, O, carries -0.573; number 28, N, carries 0.188; number 29, C, carries -1.079; number 30, H, carries 0.206; number 31, H, carries 0.237; number 32, H, carries 0.386; number 33, H, carries 0.191; number 34, H, carries 0.324; number 35, H, carries 0.337; number 36, H, carries 0.323; number 37, C, carries -1.158; number 38, C, carries 0.712; number 39, O, carries -0.604; number 40, N, carries -0.138; number 41, C, carries -0.909; number 42, H, carries 0.352; number 43, H, carries 0.346; number 44, H, carries 0.127; number 45, H, carries 0.215; number 46, H, carries 0.279; number 47, H, carries 0.318; number 48, H, carries 0.326; number 49, C, carries -1.038; number 50, C, carries 0.148; number 51, O, carries -0.326; number 52, C, carries 0.283; number 53, O, carries -0.636; number 54, C, carries 0.932; number 55, F, carries -0.257; number 56, F, carries -0.238; number 57, F, carries -0.258; number 58, H, carries 0.379; number 59, H, carries 0.264; number 60, H, carries 0.298; number 61, H, carries 0.266; number 62, H, carries 0.028; number 63, C, carries 0.695; number 64, Br, carries -0.066; number 65, Br, carries -0.049; number 66, Br, carries -0.075; number 67, H, carries -0.600; number 68, C, carries -0.121; number 69, Br, carries 0.001; number 70, Br, carries 0.098; number 71, Br, carries 0.092; number 72, H, carries 0.059; number 73, C, carries -0.211; number 74, Br, carries 0.034; number 75, Br, carries 0.016; number 76, Br, carries -0.038; number 77, H, carries 0.123

Calculated maximum force in order - 1.4, 0.5, 1.7 eV/A